one) {
  "formula": "C4H11N2",
  "method": "ωB97M-V/def2-TZVPD",
  "elements": ["C", "C", "C", "C", "N", "N", "H", "H", "H", "H", "H", "H", "H", "H", "H", "H", "H"],
  "positions_angstrom": [[1.00490, 0.54985, -1.26846], [-0.17378, -0.35612, -0.87611], [0.06971, -1.18982, 0.25543], [-0.86813, -1.11406, 1.29414], [-2.12905, -0.73466, 1.15006], [1.49999, 1.49369, -0.13937], [1.92898, 0.14628, -1.74725], [0.55951, 1.22045, -1.98988], [-0.81542, 0.48451, -0.36953], [-0.56397, -0.77245, -1.83207], [0.92991, -1.85674, 0.35009], [-0.54058, -1.20202, 2.38044], [-2.64095, -0.60954, 0.15194], [2.53639, 1.68766, 0.01745], [-2.84246, -0.74293, 1.91037], [1.30599, 0.85930, 0.65889], [0.73897, 2.13660, 0.05386]],
  "mulliken_charge": [-0.728, -0.451, -0.742, 0.107, -0.428, -0.363, 0.374, 0.420, 0.212, 0.315, 0.401, 0.324, 0.254, 0.377, 0.240, 0.319, 0.369],
  "total_charge": 1,
  "lumo_ha": -0.1271,
  "spin_multiplicity": 1,
  "gap_ha": 0.300,
  "smiles": "N/C=C\\CC[NH3+]"
}



two) {
  "formula": "C4H11N2",
  "method": "ωB97M-V/def2-TZVPD",
  "elements": ["C", "C", "C", "C", "N", "N", "H", "H", "H", "H", "H", "H", "H", "H", "H", "H", "H"],
  "positions_angstrom": [[-0.12787, 0.95271, 1.12889], [-0.95787, 0.56347, -0.37666], [0.35751, -0.02397, 0.09338], [0.64262, -1.48018, 0.39933], [-2.17520, -0.24385, -0.07892], [1.53395, 0.51143, -0.72264], [0.37540, 2.01304, 1.23248], [-0.71543, 0.57899, 1.95516], [-0.99245, 1.28628, -1.18279], [0.65792, -2.12265, -0.56529], [-0.23579, -1.89780, 0.93544], [1.56699, -1.63190, 0.94596], [-2.93513, 0.44124, -0.19875], [-2.25310, -0.89167, -0.91040], [1.24397, 1.24059, -1.30471], [1.81905, -0.29767, -1.24111], [2.19544, 1.00193, -0.10937]],
  "mulliken_charge": [-0.953, -0.520, 1.129, -1.672, -0.600, -0.179, 0.241, 0.364, 0.304, 0.421, 0.407, 0.425, 0.289, 0.268, 0.317, 0.367, 0.392],
  "total_charge": 1,
  "lumo_ha": -0.1288,
  "spin_multiplicity": 1,
  "gap_ha": 0.374,
  "smiles": "C[C@]1([NH3+])C[C@@H]1N"
}



Which of them is the most stable? Correct choice: two).



one) {
  "formula": "C4H11N2",
  "method": "ωB97M-V/def2-TZVPD",
  "elements": ["C", "C", "C", "C", "N", "N", "H", "H", "H", "H", "H", "H", "H", "H", "H", "H", "H"],
  "positions_angstrom": [[2.39991, 0.71884, -0.06102], [0.42759, -1.54575, -0.20651], [-1.47907, 1.12460, -0.60499], [0.42411, -0.34526, 0.69392], [1.18487, 0.71543, 0.33036], [-1.19655, 0.40571, 0.65754], [2.79463, 1.71379, -0.43879], [3.06105, -0.12745, -0.19542], [1.47584, -1.98342, -0.12614], [-0.33881, -2.25656, 0.08352], [0.24235, -1.26436, -1.26567], [-1.31432, 0.29350, -1.31190], [-2.50667, 1.73076, -0.54910], [-0.75450, 1.79543, -0.76047], [0.31649, -0.59285, 1.69407], [-0.91338, 1.14346, 1.39901], [-1.78146, -0.41209, 0.82924]],
  "mulliken_charge": [-0.265, -1.189, -0.819, 0.161, -0.323, -0.390, 0.259, 0.264, 0.359, 0.405, 0.348, 0.339, 0.278, 0.392, 0.432, 0.401, 0.349],
  "total_charge": 1,
  "lumo_ha": -0.1291,
  "spin_multiplicity": 1,
  "gap_ha": 0.409,
  "smiles": "C=N[C@H](C)[NH2+]C"
}



two) {
  "formula": "C4H11N2",
  "method": "ωB97M-V/def2-TZVPD",
  "elements": ["C", "C", "C", "C", "N", "N", "H", "H", "H", "H", "H", "H", "H", "H", "H", "H", "H"],
  "positions_angstrom": [[0.93531, 1.08492, -1.98030], [1.03181, -0.22862, -1.14090], [0.10537, -0.24568, 0.01949], [0.20842, 0.30637, 1.21891], [-0.73993, -0.01637, 2.21916], [-1.24673, -0.83930, -0.23011], [-0.06746, 1.51261, -1.98666], [1.60424, 1.81140, -1.53582], [1.26923, 0.87964, -2.99078], [2.01941, -0.16716, -0.68343], [1.06761, -1.13408, -1.74433], [1.09082, 0.88831, 1.46702], [-0.53684, -0.88759, 2.69693], [-0.80140, 0.71144, 2.92081], [-1.30954, -1.85257, -0.34976], [-1.64641, -0.44460, -1.08434], [-1.77416, -0.58382, 0.63086]],
  "mulliken_charge": [-0.959, -0.810, -0.094, -0.016, -0.624, -0.193, 0.313, 0.324, 0.317, 0.313, 0.416, 0.399, 0.246, 0.271, 0.327, 0.356, 0.415],
  "total_charge": 1,
  "lumo_ha": -0.1244,
  "spin_multiplicity": 1,
  "gap_ha": 0.389,
  "smiles": "CC/C([NH3+])=C/N"
}



three) {
  "formula": "C4H11N2",
  "method": "ωB97M-V/def2-TZVPD",
  "elements": ["C", "C", "C", "C", "N", "N", "H", "H", "H", "H", "H", "H", "H", "H", "H", "H", "H"],
  "positions_angstrom": [[-0.74326, 1.01200, 1.13791], [0.66304, 0.94213, 0.38253], [0.59324, -0.16154, -0.59997], [1.00393, -1.42775, -0.23824], [1.48969, -2.30371, -1.10031], [-1.97939, 0.79056, 0.17698], [-0.96291, 0.25898, 1.90362], [-0.76715, 1.97739, 1.68169], [1.54111, 1.12695, 1.03409], [0.73419, 1.96253, -0.14133], [0.73029, -0.02142, -1.77409], [0.94872, -1.54437, 0.84125], [2.40737, -2.77318, -1.08028], [1.05068, -2.25189, -2.01729], [-1.69217, 0.29326, -0.61558], [-2.28416, 1.66477, -0.28563], [-2.73323, 0.45528, 0.69464]],
  "mulliken_charge": [-0.635, -0.396, -0.608, 0.056, -0.445, -0.242, 0.308, 0.374, 0.377, 0.306, 0.145, 0.306, 0.228, 0.227, 0.308, 0.361, 0.332],
  "total_charge": 1,
  "lumo_ha": -0.1241,
  "spin_multiplicity": 1,
  "gap_ha": 0.310,
  "smiles": "N/C=C/CC[NH3+]"
}



Which of them is the most stable? Correct choice: two).



one) {
  "formula": "C4H11N2",
  "method": "ωB97M-V/def2-TZVPD",
  "elements": ["C", "C", "C", "C", "N", "N", "H", "H", "H", "H", "H", "H", "H", "H", "H", "H", "H"],
  "positions_angstrom": [[-0.81298, -0.53544, 1.05790], [-1.22034, 0.31427, -0.08374], [-2.05040, -0.29041, -1.19977], [1.49373, 0.78319, 0.25009], [2.56049, -0.11402, 0.52098], [0.14533, -0.08301, 0.04438], [-0.66159, -0.21447, 2.14614], [-1.04263, -1.59935, 1.12116], [-1.42580, 1.41252, -0.24781], [-3.19458, -0.22885, -1.16916], [-1.74658, -1.33932, -1.12579], [-1.76824, 0.24789, -2.17010], [1.60430, 1.34171, -0.71505], [1.31052, 1.58310, 1.13277], [3.28168, -0.01245, 1.23932], [3.17696, -0.51264, -0.18720], [0.35013, -0.75273, -0.61413]],
  "mulliken_charge": [-0.436, 0.365, -1.168, -0.274, -0.503, 0.009, 0.225, 0.218, 0.292, 0.323, 0.305, 0.312, 0.288, 0.365, 0.243, 0.214, 0.220],
  "total_charge": 1,
  "lumo_ha": -0.0993,
  "spin_multiplicity": 1,
  "gap_ha": 0.433,
  "smiles": "C[C@H]1C[N@@H+]1CN"
}



two) {
  "formula": "C4H11N2",
  "method": "ωB97M-V/def2-TZVPD",
  "elements": ["C", "C", "C", "C", "N", "N", "H", "H", "H", "H", "H", "H", "H", "H", "H", "H", "H"],
  "positions_angstrom": [[1.59639, 0.51631, 0.50663], [0.84142, -0.81382, 0.67558], [-0.69599, -0.67394, 0.65274], [-2.42319, -0.44960, -0.87635], [-1.19556, -0.33734, -0.69394], [1.04103, 1.27723, -0.60528], [1.52923, 1.08950, 1.38294], [2.64203, 0.32002, 0.25941], [1.12781, -1.31065, 1.58407], [1.09693, -1.42606, -0.19282], [-0.92708, 0.17319, 1.28164], [-1.14018, -1.59422, 1.00572], [-3.01511, -0.84001, -0.07421], [-2.87787, -0.17799, -1.81936], [0.82610, 2.27434, -0.53459], [0.09516, 0.75239, -1.00852], [1.47886, 1.22065, -1.54366]],
  "mulliken_charge": [-0.616, -0.752, -0.648, -0.325, -0.371, -0.288, 0.366, 0.323, 0.373, 0.358, 0.332, 0.553, 0.282, 0.273, 0.355, 0.365, 0.419],
  "total_charge": 1,
  "lumo_ha": -0.1171,
  "spin_multiplicity": 1,
  "gap_ha": 0.417,
  "smiles": "C=NCCC[NH3+]"
}



three) {
  "formula": "C4H11N2",
  "method": "ωB97M-V/def2-TZVPD",
  "elements": ["C", "C", "C", "C", "N", "N", "H", "H", "H", "H", "H", "H", "H", "H", "H", "H", "H"],
  "positions_angstrom": [[-1.12701, 0.84681, 1.75303], [-0.47075, 1.34320, 0.45995], [-0.02396, 0.20503, -0.43622], [0.87528, -0.66318, 0.04554], [1.43562, -1.78968, -0.76428], [-0.66166, 0.12637, -1.61807], [-1.99871, 0.22875, 1.55588], [-1.48020, 1.71058, 2.30600], [-0.35899, 0.38995, 2.36456], [0.37837, 1.98777, 0.71716], [-1.12720, 1.99925, -0.12000], [1.41424, -0.50896, 0.96092], [1.02480, -2.66233, -0.43670], [1.29566, -1.66482, -1.77082], [2.44971, -1.84469, -0.66555], [-0.48181, -0.60133, -2.30595], [-1.14338, 0.89725, -2.04544]],
  "mulliken_charge": [-1.060, -0.742, 0.935, -0.827, -0.262, -0.449, 0.314, 0.356, 0.320, 0.303, 0.362, 0.349, 0.353, 0.326, 0.381, 0.120, 0.221],
  "total_charge": 1,
  "lumo_ha": -0.1363,
  "spin_multiplicity": 1,
  "gap_ha": 0.344,
  "smiles": "CC/C(N)=C/[NH3+]"
}



four) {
  "formula": "C4H11N2",
  "method": "ωB97M-V/def2-TZVPD",
  "elements": ["C", "C", "C", "C", "N", "N", "H", "H", "H", "H", "H", "H", "H", "H", "H", "H", "H"],
  "positions_angstrom": [[1.56990, 0.09304, 0.51734], [0.33206, 0.23596, 1.43016], [-1.04654, 0.19845, 0.70581], [-1.34870, 0.84502, -0.45773], [-1.80311, 0.36043, -1.65033], [1.18686, -1.03563, -0.53752], [1.88440, 0.92649, -0.10169], [2.43731, -0.19896, 1.12360], [0.46095, 1.13594, 2.03612], [0.25781, -0.63095, 2.07738], [-1.63158, -0.51483, 1.28285], [-1.22716, 1.93498, -0.50015], [-1.88774, -0.63655, -1.79042], [-2.54856, 0.90899, -2.06528], [1.21130, -0.57962, -1.44149], [0.25144, -1.29207, -0.19264], [1.90137, -1.75071, -0.43600]],
  "mulliken_charge": [-0.526, -0.600, -0.877, 0.023, -0.371, -0.301, 0.328, 0.376, 0.362, 0.371, 0.379, 0.363, 0.232, 0.241, 0.333, 0.318, 0.351],
  "total_charge": 1,
  "lumo_ha": -0.1263,
  "spin_multiplicity": 1,
  "gap_ha": 0.311,
  "smiles": "N/C=C/CC[NH3+]"
}



Which of them is the most stable? Correct choice: three).